Arrangement P

Molecular formula: C2H5N2
Method: DFT, ωB97M-V/def2-TZVPD

Computed properties:
Charge: +1
HOMO-LUMO gap (alpha / beta) (Ha): 0.29699 / 0.31277
E_HOMO (alpha / beta) (hartree): -0.5673 / -0.5718

Each atom is followed by the atoms it is bonded to, with distances in Å.
Cartesian coordinates (Å):
1 C -0.011 0.380 -0.976  C2 1.394, H5 1.048, H7 1.131
2 C -0.245 0.609 0.379  C1 1.394, N4 1.710, H6 1.093, H8 1.131
3 N 1.917 -0.546 0.833  N4 1.166, H9 1.068
4 N 0.760 -0.673 0.898  C2 1.710, N3 1.166
5 H 0.971 0.499 -1.320  C1 1.048
6 H -1.238 0.528 0.828  C2 1.093
7 H -0.663 -0.240 -1.663  C1 1.131
8 H 0.264 1.476 0.897  C2 1.131
9 H 2.650 0.128 0.445  N3 1.068

Arrangement Q

Molecular formula: C2H5N2
Method: DFT, ωB97M-V/def2-TZVPD

Computed properties:
Charge: +1
HOMO-LUMO gap (Ha): 0.39486
E_HOMO (hartree): -0.6052

Each atom is followed by the atoms it is bonded to, with distances in Å.
Cartesian coordinates (Å):
1 H -2.483 0.578 0.081  N2 1.076
2 N -1.426 0.591 -0.121  H1 1.076, C3 1.274
3 C -0.889 -0.539 0.122  N2 1.274, N4 1.480, H6 1.024
4 N 0.577 -0.501 -0.078  C3 1.480, C5 1.258, H7 1.139
5 C 1.120 0.620 0.099  N4 1.258, H8 1.092, H9 1.209
6 H -1.284 -1.413 0.482  C3 1.024
7 H 1.213 -1.381 -0.420  N4 1.139
8 H 2.196 0.542 -0.076  C5 1.092
9 H 0.651 1.703 0.362  C5 1.209

Arrangement R

Molecular formula: C2H5N2
Method: DFT, ωB97M-V/def2-TZVPD

Computed properties:
Charge: +1
HOMO-LUMO gap (Ha): 0.34828
E_HOMO (hartree): -0.5729

Each atom is followed by the atoms it is bonded to, with distances in Å.
Cartesian coordinates (Å):
1 C -2.701 -0.508 0.162  N4 1.163
2 C 1.527 0.551 0.001  N3 1.309, H5 1.072, H6 1.089
3 N 0.856 -0.572 0.054  C2 1.309, H7 1.057, H9 1.052
4 N -3.520 0.262 -0.135  C1 1.163, H8 1.047
5 H 1.834 1.029 -0.908  C2 1.072
6 H 1.655 1.131 0.914  C2 1.089
7 H 0.560 -1.243 -0.708  N3 1.057
8 H -4.461 0.720 -0.183  N4 1.047
9 H 0.162 -0.732 0.827  N3 1.052

Energy relative to the most stable one, in kJ/mol: arrangement P 279.7; arrangement Q 0.0; arrangement R 16.5

Arrangement P

Molecular formula: C4H11BN2
Method: DFT, ωB97M-V/def2-TZVPD

Computed properties:
HOMO-LUMO gap (Ha): 0.31784
E_HOMO (hartree): -0.2898

Each atom is followed by the atoms it is bonded to, with distances in Å.
Cartesian coordinates (Å):
1 C 0.348 1.461 -1.787  B2 1.583, H8 1.155, H9 1.061, H10 1.114
2 B 0.067 0.277 -0.774  C1 1.583, N3 1.442, N6 1.400
3 N -0.736 -0.872 -1.113  B2 1.442, C4 1.453, H11 1.003
4 C -1.003 -1.771 -0.003  N3 1.453, C5 1.600, H12 1.077, H13 1.173
5 C -0.210 -1.100 1.213  C4 1.600, N6 1.448, H14 1.218, H15 1.157
6 N 0.393 0.048 0.568  B2 1.400, C5 1.448, C7 1.458
7 C 1.064 0.958 1.488  N6 1.458, H16 1.081, H17 1.141, H18 1.081
8 H 0.291 1.062 -2.870  C1 1.155
9 H 1.264 1.986 -1.884  C1 1.061
10 H -0.481 2.205 -1.764  C1 1.114
11 H -1.366 -0.877 -1.893  N3 1.003
12 H -0.587 -2.751 -0.162  C4 1.077
13 H -2.135 -2.036 0.160  C4 1.173
14 H -1.049 -0.676 1.989  C5 1.218
15 H 0.604 -1.710 1.764  C5 1.157
16 H 2.144 0.998 1.482  C7 1.081
17 H 0.709 1.968 1.095  C7 1.141
18 H 0.684 0.831 2.492  C7 1.081

Arrangement Q

Molecular formula: C4H11BN2
Method: DFT, ωB97M-V/def2-TZVPD

Computed properties:
HOMO-LUMO gap (Ha): 0.32174
E_HOMO (hartree): -0.2979

Each atom is followed by the atoms it is bonded to, with distances in Å.
Cartesian coordinates (Å):
1 B -0.502 0.780 0.027  C4 1.539, N6 1.407, N7 1.438
2 C -1.728 -1.326 0.082  C3 1.616, N6 1.532, H8 1.160, H9 1.147
3 C -0.310 -1.440 -0.684  C2 1.616, N7 1.401, H10 1.139, H11 1.195
4 C -0.118 2.252 0.258  B1 1.539, H12 1.085, H13 1.052, H14 1.111
5 C 2.109 -0.389 0.603  H15 1.170, H16 1.140, H17 1.105
6 N -1.723 0.176 0.383  B1 1.407, C2 1.532, H18 1.077
7 N 0.368 -0.225 -0.520  B1 1.438, C3 1.401
8 H -2.612 -1.719 -0.557  C2 1.160
9 H -1.698 -1.983 1.022  C2 1.147
10 H 0.310 -2.278 -0.226  C3 1.139
11 H -0.564 -1.523 -1.849  C3 1.195
12 H -0.337 3.043 -0.453  C4 1.085
13 H 0.900 2.252 0.519  C4 1.052
14 H -0.604 2.641 1.179  C4 1.111
15 H 2.848 -0.647 -0.266  C5 1.170
16 H 2.117 0.655 1.063  C5 1.140
17 H 1.980 -1.208 1.333  C5 1.105
18 H -2.711 0.601 0.441  N6 1.077

Energy relative to the most stable one, in kJ/mol: arrangement P 0.0; arrangement Q 246.1

Arrangement P

Molecular formula: C6H10O2
Method: DFT, ωB97M-V/def2-TZVPD

Computed properties:
Charge: -1
HOMO-LUMO gap (alpha / beta) (Ha): 0.09899 / 0.35892
Expectation value of S²: 0.75
2S+1: 2
E_HOMO (alpha / beta) (hartree): 0.0319 / -0.2335

Each atom is followed by the atoms it is bonded to, with distances in Å.
Cartesian coordinates (Å):
1 C 1.032 1.055 -0.234  C2 1.368, C6 1.402, H7 1.085
2 C 1.348 0.236 0.815  C1 1.368, C3 1.404, H8 1.087
3 C 0.541 0.202 1.963  C2 1.404, C4 1.393, H9 1.084
4 C -0.299 1.280 2.234  C3 1.393, C5 1.399, H10 1.078
5 C -0.608 2.107 1.148  C4 1.399, C6 1.377, H11 1.085
6 C -0.075 1.907 -0.106  C1 1.402, C5 1.377, H12 1.082
7 H 1.636 1.104 -1.133  C1 1.085
8 H 2.076 -0.567 0.731  C2 1.087
9 H 0.688 -0.595 2.682  C3 1.084
10 H -0.846 1.278 3.163  C4 1.078
11 H -1.302 2.924 1.314  C5 1.085
12 H -0.347 2.571 -0.915  C6 1.082
13 H -0.458 -3.801 -0.277  O15 0.987
14 H 0.626 -3.265 -1.235  O15 0.973
15 O -0.311 -3.147 -1.001  H13 0.987, H14 0.973
16 H -0.420 -0.951 -3.048  O18 0.966
17 H -1.379 -1.987 -2.427  O18 0.963
18 O -1.155 -1.543 -3.252  H16 0.966, H17 0.963

Arrangement Q

Molecular formula: C6H10O2
Method: DFT, ωB97M-V/def2-TZVPD

Computed properties:
Charge: -1
HOMO-LUMO gap (alpha / beta) (Ha): 0.12854 / 0.30883
Expectation value of S²: 0.76
2S+1: 2
E_HOMO (alpha / beta) (hartree): 0.0344 / -0.1617

Each atom is followed by the atoms it is bonded to, with distances in Å.
Cartesian coordinates (Å):
1 C 1.658 0.292 -0.256  C2 1.383, C6 1.321, H7 1.122
2 C 1.056 -0.618 0.594  C1 1.383, C3 1.350, H8 1.117
3 C 0.072 -0.189 1.413  C2 1.350, C4 1.398, H9 1.167
4 C -0.485 1.090 1.482  C3 1.398, C5 1.417, H10 0.998
5 C 0.033 1.913 0.452  C4 1.417, C6 1.478, H11 1.112
6 C 1.225 1.537 -0.338  C1 1.321, C5 1.478, H12 1.083
7 H 2.653 0.118 -0.746  C1 1.122
8 H 1.550 -1.616 0.665  C2 1.117
9 H -0.232 -1.107 2.067  C3 1.167
10 H -1.092 1.379 2.220  C4 0.998
11 H -0.471 2.886 0.266  C5 1.112
12 H 1.623 2.157 -1.133  C6 1.083
13 H -0.095 -2.088 -1.713  O15 0.942
14 H -0.745 -2.546 -0.471  O15 0.933
15 O -0.876 -2.505 -1.393  H13 0.942, H14 0.933
16 H -2.568 -0.614 -1.233  O18 0.923
17 H -1.197 -0.123 -1.116  O18 0.991
18 O -2.109 0.034 -0.761  H16 0.923, H17 0.991

Energy relative to the most stable one, in kJ/mol: arrangement P 0.0; arrangement Q 103.9

Arrangement P

Molecular formula: H2O4P2
Method: DFT, ωB97M-V/def2-TZVPD

Computed properties:
Charge: -2
HOMO-LUMO gap (alpha / beta) (Ha): 0.21900 / 0.21894
E_HOMO (alpha / beta) (hartree): 0.0176 / 0.0176

Each atom is followed by the atoms it is bonded to, with distances in Å.
Cartesian coordinates (Å):
1 O 2.074 0.569 0.942  P5 1.477
2 O -3.486 0.433 -1.081  no bonds
3 O 1.849 1.077 -1.567  P5 1.498
4 O -0.981 2.108 0.924  P6 1.484
5 P 1.325 0.427 -0.324  O1 1.477, O3 1.498, P6 2.262, H7 1.457
6 P -0.849 0.859 0.134  O4 1.484, P5 2.262, H8 1.646
7 H 0.855 -0.925 -0.594  P5 1.457
8 H -1.141 -0.445 1.095  P6 1.646

Arrangement Q

Molecular formula: H2O4P2
Method: DFT, ωB97M-V/def2-TZVPD

Computed properties:
Charge: -2
HOMO-LUMO gap (Ha): 0.25973
E_HOMO (hartree): 0.0099

Each atom is followed by the atoms it is bonded to, with distances in Å.
Cartesian coordinates (Å):
1 O 0.140 -1.797 -1.324  P5 1.513
2 O -0.245 1.794 1.232  P6 1.482
3 O -1.116 -1.795 0.946  P5 1.486
4 O -1.309 1.583 -1.026  P6 1.504
5 P -0.119 -1.180 0.032  O1 1.513, O3 1.486, P6 2.294
6 P -0.239 1.109 -0.082  O2 1.482, O4 1.504, P5 2.294, H8 1.381
7 H 1.836 -0.747 0.794  no bonds
8 H 1.050 1.033 -0.573  P6 1.381

Energy relative to the most stable one, in kJ/mol: arrangement P 499.7; arrangement Q 0.0